{
  "formula": "CH2F3NS",
  "method": "ωB97M-V/def2-TZVPD",
  "gap_ev": 10.38,
  "energy_ha": -791.74248,
  "charge": 0,
  "lumo_ev": -0.07,
  "e_above_lowest_kcal_mol": 55.67,
  "multiplicity": 1,
  "e_homo_ev": -10.45,
  "fmax_ev_per_a": 3.96,
  "species": ["C", "N", "F", "F", "F", "S", "H", "H"],
  "positions_angstrom": [[-0.188, -0.027, 0.030], [-1.371, 0.137, -0.255], [-3.712, 0.255, -1.281], [-3.217, 1.049, 0.880], [-1.810, 1.340, -2.224], [-2.568, 1.218, -0.656], [0.147, -1.086, 0.364], [0.607, 0.598, 0.152]]
}



{
  "formula": "CH2F3NS",
  "method": "ωB97M-V/def2-TZVPD",
  "gap_ev": 9.58,
  "energy_ha": -791.76187,
  "charge": 0,
  "smiles": "C#N.FSF.F",
  "lumo_ev": -0.14,
  "e_above_lowest_kcal_mol": 43.50,
  "multiplicity": 1,
  "e_homo_ev": -9.73,
  "fmax_ev_per_a": 3.82,
  "species": ["C", "N", "H", "F", "S", "F", "F", "H"],
  "positions_angstrom": [[-2.328, 0.589, -0.540], [-1.684, -0.375, -0.633], [-3.026, 1.380, -0.629], [3.676, 0.014, 1.029], [2.427, 0.779, 0.240], [2.355, 2.074, 1.179], [-0.475, -2.691, -0.201], [-0.945, -1.769, -0.445]]
}



{
  "formula": "CH2F3O2P",
  "method": "ωB97M-V/def2-TZVPD",
  "gap_ev": 10.16,
  "energy_ha": -830.78043,
  "charge": 0,
  "smiles": "O=C(F)F.OPF",
  "lumo_ev": 0.36,
  "e_above_lowest_kcal_mol": 0.00,
  "multiplicity": 1,
  "e_homo_ev": -9.79,
  "fmax_ev_per_a": 2.17,
  "species": ["O", "C", "F", "F", "O", "P", "F", "H", "H"],
  "positions_angstrom": [[0.590, 0.222, 0.782], [1.434, -0.513, 1.058], [2.688, -0.266, 0.812], [1.264, -1.617, 1.805], [-1.581, 1.437, -0.429], [-1.642, 0.316, -1.601], [-1.669, -1.071, -0.673], [-0.829, 1.361, 0.202], [-0.254, 0.130, -1.957]]
}



{
  "formula": "CH2F3OPS",
  "method": "ωB97M-V/def2-TZVPD",
  "gap_ev": 8.05,
  "energy_ha": -1153.57877,
  "charge": 0,
  "lumo_ev": -0.10,
  "e_above_lowest_kcal_mol": 67.94,
  "multiplicity": 1,
  "e_homo_ev": -8.15,
  "fmax_ev_per_a": 2.04,
  "species": ["C", "O", "F", "F", "F", "P", "S", "H", "H"],
  "positions_angstrom": [[3.097, -0.453, -0.087], [-0.117, 2.864, 0.095], [3.213, -1.238, -1.195], [3.344, -1.201, 0.946], [4.055, 0.425, -0.253], [1.321, 0.431, -0.016], [1.239, 2.404, 0.594], [0.870, 0.148, -1.264], [0.387, -0.604, 0.374]]
}